1.
{
  "formula": "C34H47MnNO2P2",
  "method": "ωB97M-V/def2-TZVPD",
  "multiplicity": 6,
  "energy_ha": -3362.8263,
  "e_above_lowest_ev": 0.182,
  "charge": 0,
  "homo_lumo_gap_ev": [7.417, 7.000],
  "lumo_energy_ev": [0.76, 0.30],
  "species": ["C", "C", "C", "H", "H", "O", "H", "H", "H", "C", "H", "C", "C", "H", "P", "H", "C", "C", "H", "C", "O", "H", "H", "C", "H", "C", "C", "C", "H", "H", "H", "C", "C", "C", "H", "C", "H", "H", "H", "H", "H", "C", "H", "C", "H", "C", "H", "H", "C", "H", "C", "H", "H", "Mn", "C", "H", "H", "H", "C", "N", "C", "H", "C", "C", "C", "H", "C", "H", "H", "H", "H", "H", "H", "C", "H", "H", "C", "H", "C", "H", "H", "H", "C", "C", "H", "H", "P"],
  "positions_angstrom": [[3.58440, -3.74321, 2.17368], [-0.71145, -2.35367, -2.60568], [-3.37384, -3.37924, 1.00875], [2.72952, 3.26130, 2.34348], [-1.43158, -2.95067, -3.17265], [0.79054, -0.50638, 1.23874], [1.05950, -1.17189, -2.98502], [0.96902, -3.76100, 2.87246], [6.25886, -1.77777, 1.62548], [-3.44513, 2.85246, 3.06191], [-3.78347, -4.37926, 1.06749], [-2.32970, -0.75736, 0.86726], [0.31989, -1.73400, -3.56097], [-0.47323, 4.98502, -1.05641], [-0.08807, 2.77061, -0.06092], [-4.29469, 2.88656, 3.73360], [2.89865, -1.66006, 1.19231], [4.24125, -1.24256, 1.17087], [2.27601, 4.27460, -1.20396], [-2.62731, 3.97061, 2.92820], [1.97128, -0.35614, -0.59381], [-3.03636, -3.46661, -1.10163], [-3.73992, 1.18989, -2.20694], [1.14902, -3.44373, 1.84375], [3.33360, -4.72029, 2.57533], [-2.11250, 1.60708, 1.44650], [2.52522, 3.66882, -0.33163], [-1.33234, 2.78360, 1.26765], [-4.42025, -0.12998, -1.24867], [-5.05403, 0.20996, -2.86728], [4.53065, 0.84082, 1.57574], [-2.78742, -0.34140, -4.30754], [-2.72944, -1.32000, 2.09399], [-3.13724, -0.77869, -2.88558], [-0.61180, 4.21252, -3.49195], [1.79060, 2.87265, 1.94397], [6.28684, -4.96358, 1.71507], [-0.13924, -1.05471, -4.28144], [6.89168, -3.77914, 2.87264], [3.41804, 4.10021, 0.12461], [0.40210, -2.70261, 1.58690], [-1.58963, 3.92740, 2.01538], [4.03434, 0.49358, -0.08704], [-0.75979, 3.96831, -1.33623], [-2.56625, 2.79910, -1.53312], [1.83427, -0.78653, 0.59601], [-0.32148, 2.56060, -2.92435], [1.08910, 4.65940, 0.93395], [4.91656, -3.36799, 2.11997], [-0.97665, 4.81101, 1.86949], [0.03311, -3.23307, -1.59741], [0.74958, -3.86414, -2.12824], [2.76439, 2.65503, -0.66231], [-0.09334, 0.47758, -0.58306], [4.64490, 0.14549, 0.73964], [0.59617, -2.61717, -0.89252], [-0.62851, -3.87664, -1.02610], [-2.11639, -1.04649, -4.79808], [-3.20320, 1.70189, 2.34151], [-1.83104, 0.50871, 0.68855], [-2.38613, -1.59609, -0.27877], [5.66258, -4.95722, 3.36388], [-3.23395, -2.60450, 2.15528], [-2.93868, -2.86839, -0.20203], [-2.28322, 3.84728, -1.40590], [0.84898, -2.51307, -4.11305], [-4.14855, 0.17949, -2.25808], [1.01618, -4.31989, 1.20456], [-2.31320, 0.64307, -4.29817], [5.69126, 0.16086, 0.43522], [-2.76043, 4.21211, -0.49920], [-2.81468, 4.86641, 3.50544], [1.03122, 2.95193, 2.72039], [1.37818, 3.63645, 0.68132], [-3.69706, -0.27097, -4.90712], [-3.56858, -1.78340, -2.90881], [2.55918, -2.91292, 1.73082], [-3.53579, -3.00602, 3.11516], [6.00157, -4.31797, 2.54879], [-2.60561, -0.74451, 3.00097], [1.92413, 1.81259, 1.71549], [-3.87287, 0.85971, 2.43989], [-0.15039, 3.61780, -2.70104], [5.22347, -2.10247, 1.63899], [0.92523, 3.79286, -2.73206], [-2.66862, 4.41577, -2.25515], [-1.62800, -0.92771, -1.80116]]
}

=====

2.
{
  "formula": "C25H32ClCuNP2",
  "method": "ωB97M-V/def2-TZVPD",
  "energy_ha": -3810.0188,
  "e_above_lowest_ev": 0.000,
  "charge": -1,
  "homo_lumo_gap_ev": 6.105,
  "lumo_energy_ev": 2.98,
  "species": ["H", "C", "Cl", "C", "H", "H", "H", "H", "C", "H", "C", "H", "H", "H", "C", "H", "P", "C", "N", "C", "H", "H", "C", "H", "H", "C", "C", "H", "H", "H", "C", "H", "C", "H", "H", "C", "C", "C", "C", "C", "H", "H", "C", "C", "Cu", "H", "C", "H", "H", "C", "H", "C", "H", "C", "C", "H", "P", "H", "C", "H", "H", "H"],
  "positions_angstrom": [[-3.37195, 1.85148, -0.13463], [-2.34792, -3.87522, -0.96390], [4.61761, 2.90388, -0.09700], [-0.73367, -3.67502, 0.79479], [-0.51425, 0.40798, 2.56112], [2.01542, -2.20006, -0.23174], [-4.66218, -0.00694, -0.85296], [2.67202, 0.63189, -2.88927], [3.81546, 0.95700, 1.63375], [-1.52624, 3.28328, 0.79553], [-2.09304, 0.24506, -2.15359], [2.12432, 3.21872, 1.41124], [4.98016, 4.09096, 2.39118], [-0.42917, -3.84960, 1.82148], [-0.23385, -2.72389, -1.38382], [0.56796, 4.08185, 1.42120], [0.34107, 1.74560, 0.72446], [3.59189, 0.56225, 2.97988], [1.34586, -2.52872, 0.44810], [0.73143, -2.57289, -3.63543], [1.41987, 3.75860, -0.11095], [4.04412, 0.26748, -0.39066], [-4.02183, -0.76016, -0.38416], [4.54169, 3.32149, 4.72279], [3.48472, -0.95430, 0.79300], [4.34518, 2.67141, 3.88066], [0.13964, -2.98653, -0.05074], [-1.07961, 0.60218, -2.33703], [2.75350, -0.32271, -5.12662], [3.64325, 1.01451, 5.05966], [-1.96896, -4.11042, 0.34987], [1.72559, -3.01425, 1.24236], [-2.48806, 1.41185, 0.34397], [-4.35100, -0.91637, 0.64507], [1.52366, -2.43281, -5.62836], [0.65177, -2.00888, -2.35375], [1.47225, -1.98005, -4.64471], [1.18526, 3.36183, 0.87742], [-1.31309, 2.38195, 0.20899], [3.84123, 1.38282, 4.05876], [-2.82455, 1.02142, -2.39907], [-2.73553, 1.27398, 1.40099], [0.01179, 1.36120, 2.48794], [4.33727, 2.26507, 1.50989], [1.55461, 0.19142, -0.29276], [0.20927, -3.50279, -3.83800], [3.49884, 0.10637, 0.53558], [-3.30876, -4.21295, -1.33276], [3.20044, -0.43646, 3.14447], [1.35064, -0.82408, -2.01705], [-4.13066, -1.70880, -0.91126], [2.09770, -0.27306, -3.07872], [-2.25942, -0.61607, -2.80288], [-1.47932, -3.19075, -1.80166], [4.59208, 3.09830, 2.58395], [-1.20978, 2.69578, -0.83434], [-2.23701, -0.27575, -0.39368], [-1.77213, -2.99931, -2.82786], [2.15856, -0.80749, -4.35892], [0.97205, 1.26476, 2.99439], [-0.57963, 2.14414, 2.97157], [-2.63173, -4.63320, 1.02888]]
}

=====

3.
{
  "formula": "C4H4BO3S",
  "method": "ωB97M-V/def2-TZVPD",
  "energy_ha": -803.5513,
  "charge": -1,
  "homo_lumo_gap_ev": [5.625, 5.629],
  "lumo_energy_ev": [3.53, 3.51],
  "species": ["O", "B", "C", "C", "O", "C", "O", "H", "S", "H", "H", "C", "H"],
  "positions_angstrom": [[0.67273, -1.83477, 0.35400], [-0.55907, -1.26613, 0.06416], [1.40395, 1.29465, 0.03292], [-0.88303, 0.25668, 0.08057], [-1.57459, -2.13437, -0.22478], [-0.01969, 1.31662, 0.07488], [2.14003, 0.23512, -0.08492], [0.65424, -2.78467, 0.23050], [-2.60577, 0.55849, 0.03689], [-2.38129, -1.58865, -0.32526], [-0.43195, 2.31727, 0.09400], [2.57015, -0.88165, -0.11793], [1.95729, 2.22508, -0.01508]]
}

=====

4.
{
  "formula": "C9H19N2O",
  "method": "ωB97M-V/def2-TZVPD",
  "energy_ha": -538.9180,
  "smiles": "C=N[C@](C)(CC)N([O-])C(C)(C)C",
  "e_above_lowest_ev": 0.000,
  "charge": -1,
  "homo_lumo_gap_ev": 5.238,
  "lumo_energy_ev": 3.64,
  "species": ["H", "C", "H", "H", "H", "C", "C", "H", "H", "C", "N", "H", "H", "H", "H", "H", "N", "H", "H", "C", "H", "H", "H", "C", "O", "H", "H", "C", "C", "H", "C"],
  "positions_angstrom": [[-2.52586, 1.00754, -1.72704], [1.48038, 2.40552, -0.09380], [-0.69077, 0.87091, -1.69566], [2.44548, -0.04179, 1.77192], [3.00971, 0.27714, -0.76384], [-1.51771, -0.06702, -0.05237], [0.96380, 0.03045, 0.27571], [1.31993, -2.31543, -1.27532], [-2.09707, -2.09016, 0.15778], [2.24867, -1.76870, -1.00071], [0.71076, 1.50775, 0.35939], [-1.31394, 1.40416, 1.68380], [1.50354, 0.11666, -1.75601], [-3.04125, 0.86050, 1.14991], [-1.53347, 2.04722, -0.57303], [1.03101, -1.36647, 1.67814], [-0.25803, -0.75637, 0.00968], [-1.99339, -0.14736, 2.10535], [-3.53690, -0.92656, -0.22521], [-2.54790, -1.14061, -0.44761], [1.11500, 3.48678, 0.02991], [3.05691, -1.77355, -1.69472], [0.82898, 0.20917, 2.37568], [-1.52756, 1.10466, -1.05646], [-0.36343, -1.89483, 0.70057], [2.40475, -2.12696, 0.00854], [-2.51554, -1.28087, -1.49882], [-1.95879, 0.57172, 1.32733], [1.98624, -0.26449, -0.84506], [2.53771, 2.39378, -0.45167], [1.45899, -0.32720, 1.70718]]
}

=====

5.
{
  "formula": "C9H15O7",
  "method": "ωB97M-V/def2-TZVPD",
  "energy_ha": -878.5616,
  "e_above_lowest_ev": 0.000,
  "charge": -1,
  "homo_lumo_gap_ev": 5.870,
  "lumo_energy_ev": 2.91,
  "species": ["C", "H", "H", "O", "O", "H", "H", "H", "H", "H", "H", "H", "O", "O", "O", "H", "O", "C", "C", "C", "C", "C", "C", "H", "C", "O", "H", "H", "C", "H", "H"],
  "positions_angstrom": [[-5.04540, 2.63702, 13.53866], [-1.86958, 3.94127, 10.74511], [-4.71747, 5.09506, 12.92465], [-6.25799, 4.10429, 14.72748], [-2.33836, 4.51171, 12.60023], [-3.64982, 4.09980, 11.08386], [0.68189, -0.02078, 13.46323], [-2.26617, 1.29693, 10.83729], [-2.67469, 2.70176, 11.59139], [-5.34326, 1.90053, 12.79237], [-1.84616, 1.81922, 12.57330], [-5.54535, 4.48989, 11.51972], [-0.29133, -1.76359, 12.91785], [-6.13506, 2.87342, 16.73255], [-0.45116, -3.15524, 11.10692], [-7.02935, 3.16202, 13.18527], [-5.09854, 2.24224, 14.82053], [-2.67691, 3.78385, 11.46031], [-1.95421, 1.01688, 11.84345], [-6.12802, 3.68545, 13.50420], [-0.28304, -0.37679, 13.10231], [-0.52057, -2.05431, 11.62536], [-0.59600, 0.16356, 11.70818], [-0.95745, -0.14425, 13.92645], [-5.87941, 3.07856, 15.56813], [-0.74108, -0.96093, 10.96730], [-6.47261, 5.51618, 12.68374], [-4.10137, 3.03556, 13.16708], [-5.69179, 4.76510, 12.56419], [-2.72656, 0.37962, 12.27413], [0.32592, 0.67840, 11.43778]]
}

=====

Number 3 is which compound? C4H4BO3S